{"formula": "C18H54O18", "method": "ωB97M-V with the def2-TZVPD basis set", "elements": ["O", "C", "C", "O", "H", "H", "H", "H", "H", "H", "O", "C", "C", "O", "H", "H", "H", "H", "H", "H", "O", "C", "C", "O", "H", "H", "H", "H", "H", "H", "O", "C", "C", "O", "H", "H", "H", "H", "H", "H", "O", "C", "C", "O", "H", "H", "H", "H", "H", "H", "O", "C", "C", "O", "H", "H", "H", "H", "H", "H", "O", "C", "C", "O", "H", "H", "H", "H", "H", "H", "O", "C", "C", "O", "H", "H", "H", "H", "H", "H", "O", "C", "C", "O", "H", "H", "H", "H", "H", "H"], "positions_angstrom": [[-1.51, 1.44, 4.84], [-1.17, 2.06, 3.61], [-2.31, 2.42, 2.65], [-3.12, 3.38, 3.32], [-1.61, 0.49, 4.80], [-0.70, 3.02, 3.95], [-0.39, 1.42, 3.09], [-2.89, 1.52, 2.33], [-1.89, 2.84, 1.70], [-3.12, 3.08, 4.24], [0.80, -3.49, -0.01], [1.77, -3.78, 1.02], [1.04, -4.03, 2.33], [0.13, -5.07, 2.26], [-0.03, -3.89, 0.26], [2.40, -4.70, 0.77], [2.42, -2.86, 1.01], [0.49, -3.11, 2.45], [1.75, -4.15, 3.12], [0.58, -5.88, 2.16], [-0.37, 5.34, -2.12], [0.40, 4.19, -2.47], [-0.28, 2.95, -1.81], [-0.28, 3.05, -0.37], [0.23, 5.95, -1.74], [0.50, 4.12, -3.56], [1.45, 4.29, -2.17], [0.21, 2.01, -2.18], [-1.32, 3.03, -2.18], [-0.50, 3.92, -0.07], [1.82, -0.73, -0.97], [2.96, 0.13, -0.98], [3.73, -0.12, 0.35], [2.86, -0.14, 1.51], [2.11, -1.47, -1.53], [3.68, -0.08, -1.82], [2.68, 1.20, -1.01], [4.41, 0.69, 0.49], [4.25, -1.11, 0.38], [2.71, 0.81, 1.61], [2.00, -2.97, -2.26], [2.14, -3.57, -3.50], [1.05, -3.05, -4.33], [-0.27, -3.44, -3.89], [1.58, -3.51, -1.58], [3.03, -3.22, -3.97], [2.15, -4.65, -3.26], [1.14, -3.35, -5.33], [1.08, -1.96, -4.33], [-0.61, -2.81, -3.24], [0.67, 5.63, 0.85], [1.78, 5.35, 1.64], [2.68, 4.34, 0.98], [2.07, 3.09, 1.02], [0.05, 6.21, 1.31], [2.43, 6.25, 1.80], [1.50, 4.93, 2.61], [3.57, 4.19, 1.61], [3.03, 4.55, -0.04], [1.31, 3.04, 0.43], [-0.96, -1.64, -1.45], [-1.78, -1.06, -0.37], [-0.97, -0.14, 0.40], [0.07, -0.74, 1.11], [-0.09, -1.82, -0.97], [-2.50, -0.43, -0.91], [-2.33, -1.87, 0.06], [-1.57, 0.36, 1.17], [-0.74, 0.67, -0.28], [0.93, -0.73, 0.65], [-1.98, -1.47, 5.33], [-1.34, -2.38, 4.46], [-2.30, -2.79, 3.33], [-3.56, -3.20, 3.87], [-1.88, -1.76, 6.27], [-0.53, -1.82, 3.95], [-0.88, -3.24, 4.90], [-1.89, -3.64, 2.78], [-2.52, -1.89, 2.68], [-3.86, -2.53, 4.41], [-1.09, 0.14, -3.98], [-2.44, 0.53, -4.24], [-3.01, -0.15, -5.45], [-3.48, -1.44, -5.08], [-1.07, -0.59, -3.34], [-3.05, 0.27, -3.40], [-2.47, 1.59, -4.28], [-2.19, -0.20, -6.14], [-3.84, 0.37, -5.86], [-2.94, -2.17, -5.43]], "smiles": "OCCO.OCCO.OCCO.OCCO.OCCO.OCCO.OCCO.OCCO.OCCO", "e_above_lowest_kcal_mol": 23.5, "e_lumo_ev": 0.5, "total_charge": 0, "homo_energy_ev": -9.641, "total_energy_ev": -56391.933}